The following is a quantum chemistry calculation of a structure of composition C16H26B2N6O2Pb at a distorted geometry, from OMol25.

ORCA input file:
```
! RIJCOSX wB97M-V def2-TZVPD def2/J DEFGRID3
* xyz 0 1
H 0.32 3.24 -0.75
N -0.14 1.68 -2.16
B -0.48 0.22 -4.22
N -0.13 1.58 -3.54
C 0.26 2.77 -4.04
Pb 0.65 0.35 -0.44
H 0.34 2.86 -5.11
C 0.49 3.65 -2.98
H 0.80 4.67 -3.04
C 0.23 2.95 -1.80
H -0.34 0.35 -5.38
C -1.82 -2.19 0.67
H -1.92 -2.67 1.67
H -0.84 -2.32 0.11
H -2.69 -2.58 0.07
N -1.98 -0.17 -3.90
N 0.52 -0.89 -3.73
N -2.35 -0.30 -2.60
N 0.63 -1.15 -2.38
C -3.03 -0.39 -4.70
C 1.38 -1.69 -4.39
H -2.89 -0.30 -5.74
H 1.44 -1.61 -5.46
C -4.12 -0.66 -3.88
C 2.03 -2.50 -3.47
C -3.65 -0.60 -2.57
C 1.53 -2.17 -2.21
H -5.12 -0.85 -4.17
H 2.76 -3.24 -3.68
H -4.15 -0.77 -1.61
H 1.77 -2.56 -1.22
H -1.94 -1.13 0.84
C -0.78 0.97 3.95
C 0.74 0.99 3.69
C 1.36 2.07 4.55
O 0.91 1.41 2.35
B 1.11 0.18 1.78
O 1.40 -0.95 2.48
C 1.43 -0.41 3.81
C 2.89 -0.33 4.26
C 0.74 -1.44 4.67
H -1.31 0.25 3.29
H -1.16 1.99 3.71
H -0.94 0.75 5.02
H 0.87 3.03 4.34
H 1.20 1.81 5.61
H 2.45 2.17 4.39
H 2.89 -0.06 5.32
H 3.38 -1.31 4.19
H 3.47 0.41 3.70
H -0.28 -1.66 4.33
H 1.32 -2.38 4.65
H 0.74 -1.07 5.70
*
```

Values from the calculation:
DFT total energy in Eh: -1346.8359
E_LUMO (spin up / spin down) in eV: -0.320 / -0.076
Max |F| in eV/Å: 2.6
HOMO-LUMO gap (spin up / spin down) in eV: 5.78 / 5.88

Results of the Löwdin charge analysis, in e, for atoms 1 through 2: number 1, H, carries 0.0997; number 2, N, carries -0.1783